1.
Molecular formula: C4H4N2O2
Method: DFT, the ωB97M-V functional and the def2-TZVPD basis

The geometry in ORCA input format:
```
! RIJCOSX wB97M-V def2-TZVPD def2/J DEFGRID3
* xyz 0 1
C -0.82879 -0.02649 -0.10845
C 1.86559 0.69928 -1.82333
C -0.31515 1.51137 1.72778
C -0.57179 -1.43555 0.28023
N -0.82557 0.94666 0.80388
N 0.87729 0.37428 -1.21788
O 0.02661 2.17636 2.60084
O 2.82807 0.96732 -2.42406
H 0.13480 -1.50316 1.10372
H -0.19545 -1.98870 -0.57381
H -1.52042 -1.88272 0.58685
H -1.47521 0.16136 -0.95576
*
```

Energy above the lowest of the compared OMol25 structures with the same formula, charge and spin in kJ/mol: 251.68
Energy in hartree: -414.75032
HOMO-LUMO gap in eV: 8.2
LUMO energy in eV: -0.933

Formally, the Löwdin partial charges of the atoms, in units of the elementary charge, are as follows:
1. C -0.15
2. C -0.53
3. C -0.25
4. C -0.05
5. N 0.16
6. N 0.11
7. O 0.23
8. O 0.07
9. H 0.09
10. H 0.09
11. H 0.10
12. H 0.13

2.
Molecular formula: C6H14N4O2
Method: DFT, the ωB97M-V functional and the def2-TZVPD basis

The geometry in ORCA input format:
```
! RIJCOSX wB97M-V def2-TZVPD def2/J DEFGRID3
* xyz 0 1
H 4.14569 -0.48903 -1.46813
N 3.52122 0.12709 -0.92356
C 2.58879 -0.49059 -0.33708
N 2.49113 -1.90229 -0.13860
N 1.56388 0.22313 0.31990
C 1.23811 1.60566 -0.00509
C -0.22388 1.55178 -0.41841
C -1.30248 1.11890 0.66326
C -1.82923 -0.31809 0.70644
N -0.77222 -1.33029 1.07874
C -2.45451 -0.65936 -0.54752
O -2.27412 -1.73311 -1.04986
O -3.31579 0.31810 -0.95834
H 1.64575 -2.34276 -0.45848
H 3.14020 -2.22634 0.51128
H 0.73030 -0.31411 0.49334
H 1.41077 2.21344 0.88039
H 1.84104 2.03849 -0.77320
H -0.36708 1.06272 -1.40816
H -0.53028 2.57402 -0.57431
H -0.83044 1.34333 1.63154
H -2.14905 1.74550 0.51159
H -2.59252 -0.41944 1.42587
H -1.07932 -2.09598 0.52231
H -0.91574 -1.66678 2.06666
H -3.68023 0.06602 -1.75057
*
```

SMILES: [H]/N=C(\N)NCCC[C@H](N)C(=O)O
Energy above the lowest of the compared OMol25 structures with the same formula, charge and spin in kJ/mol: 154.07
Energy in hartree: -606.51519
HOMO-LUMO gap in eV: 8.7
LUMO energy in eV: 0.460

Formally, the Löwdin partial charges of the atoms, in units of the elementary charge, are as follows:
1. H 0.05
2. N 0.10
3. C -0.54
4. N 0.10
5. N 0.02
6. C -0.21
7. C -0.16
8. C -0.12
9. C -0.30
10. N 0.06
11. C -0.49
12. O 0.13
13. O 0.15
14. H 0.07
15. H 0.05
16. H 0.04
17. H 0.11
18. H 0.09
19. H 0.13
20. H 0.10
21. H 0.13
22. H 0.09
23. H 0.14
24. H 0.05
25. H 0.12
26. H 0.08

3.
Molecular formula: C27H20Cl2CuN4O4
Method: DFT, the ωB97M-V functional and the def2-TZVPD basis

The geometry in ORCA input format:
```
! RIJCOSX wB97M-V def2-TZVPD def2/J DEFGRID3
* xyz -1 1
Cu 0.14330 -0.12280 0.56530
O 3.84690 -1.03520 -1.95940
C 4.04730 0.23200 -2.35210
C 5.13050 0.51670 -3.18400
C 5.36330 1.81000 -3.60670
C 4.51500 2.83910 -3.22490
C 3.45250 2.57130 -2.38360
C 3.21050 1.28000 -1.92080
C 2.18090 1.01990 -0.89840
O 1.78320 -0.19230 -0.66250
N 1.83820 2.03040 -0.13710
N 0.91920 1.69060 0.77060
C 0.93220 2.18910 1.97470
C 0.06150 1.56630 2.91220
C -0.37270 2.14430 4.11510
C -1.20940 1.43270 4.94070
C -1.63530 0.16010 4.54760
C -1.15710 -0.35030 3.35650
N -0.30220 0.29910 2.58390
H 3.01650 -1.02670 -1.41100
H 5.78340 -0.29300 -3.47860
H 6.21520 2.01960 -4.23740
H 4.69420 3.84660 -3.57690
H 2.79090 3.35870 -2.05750
H 1.63330 2.96150 2.27260
H -0.05160 3.14330 4.36500
H -1.54170 1.85370 5.87950
H -2.28900 -0.43050 5.17350
H -1.43590 -1.33450 3.00870
Cl -0.15200 -4.09900 1.17190
C -1.48350 -5.17050 0.88430
C -1.78830 -6.11270 1.85020
C -2.91460 -6.90670 1.73110
C -3.76630 -6.72810 0.65450
C -3.44810 -5.79910 -0.31340
Cl -4.52930 -5.58800 -1.64420
C -2.27810 -5.02080 -0.26700
N -1.99890 -4.17430 -1.30900
C -0.71780 -3.79020 -1.70230
C 0.28270 -4.75880 -1.77040
C 1.53760 -4.44380 -2.25270
C 1.80660 -3.16000 -2.69260
C 0.82000 -2.19300 -2.61200
C -0.44300 -2.47980 -2.11660
C -1.47830 -1.39810 -2.00710
C -2.17090 -1.45680 -0.61510
O -3.31960 -1.89630 -0.56200
O -1.50130 -1.08120 0.38440
H -1.14920 -6.18980 2.71440
H -3.13830 -7.65120 2.48010
H -4.67030 -7.31100 0.56220
H -2.75580 -3.53690 -1.54460
H 0.05630 -5.76000 -1.43110
H 2.30840 -5.20120 -2.28640
H 2.78380 -2.90570 -3.07670
H 1.03340 -1.18320 -2.93250
H -2.24640 -1.50660 -2.77950
H -1.00630 -0.41930 -2.11780
*
```

Energy above the lowest of the compared OMol25 structures with the same formula, charge and spin in kJ/mol: 28.55
Energy in hartree: -4121.87927
HOMO-LUMO gap in eV: 6.8
LUMO energy in eV: 2.487

Formally, the Löwdin partial charges of the atoms, in units of the elementary charge, are as follows:
1. Cu 0.40
2. O 0.04
3. C -0.26
4. C -0.02
5. C -0.11
6. C -0.11
7. C -0.04
8. C -0.08
9. C -0.41
10. O -0.10
11. N 0.06
12. N -0.06
13. C -0.08
14. C -0.25
15. C -0.04
16. C -0.09
17. C -0.06
18. C -0.11
19. N 0.07
20. H 0.07
21. H 0.11
22. H 0.09
23. H 0.09
24. H 0.10
25. H 0.12
26. H 0.10
27. H 0.10
28. H 0.10
29. H 0.11
30. Cl 0.79
31. C -0.55
32. C -0.12
33. C -0.11
34. C -0.13
35. C -0.59
36. Cl 0.70
37. C -0.29
38. N 0.07
39. C -0.25
40. C -0.08
41. C -0.09
42. C -0.10
43. C -0.05
44. C -0.16
45. C -0.05
46. C -0.66
47. O -0.01
48. O -0.09
49. H 0.10
50. H 0.10
51. H 0.10
52. H 0.10
53. H 0.11
54. H 0.10
55. H 0.09
56. H 0.11
57. H 0.12
58. H 0.11